Molecular formula: C20H60O20S5
Method: DFT, wB97M-V/def2-TZVPD

```
105
Properties=species:S:1:pos:R:3:forces:R:3
H 10.880250 -18.406377 37.034131 -0.1 0.2 -0.1
H 14.502046 -19.957628 40.544749 0.0 0.3 0.1
H 10.483820 -17.345466 42.853606 0.3 0.4 0.1
O 14.146944 -20.600436 35.627387 0.1 0.1 0.1
H 18.018102 -16.889346 33.128846 0.2 -0.4 -0.2
H 12.621076 -21.143755 34.665825 0.1 -0.2 -0.3
H 21.349655 -20.164829 30.805653 -0.1 -0.2 -0.1
H 12.070761 -16.505131 39.185167 0.1 -0.2 -0.1
H 8.946305 -22.340199 37.808883 0.0 0.1 -0.2
O 11.472318 -13.355233 35.829019 0.9 -0.2 0.2
H 17.957130 -22.246413 30.525445 0.3 0.2 0.0
O 22.854985 -20.677868 35.757085 -0.5 -0.3 0.6
O 11.104879 -23.561816 38.289126 0.0 0.9 0.0
C 11.733152 -17.876503 37.450108 0.9 -0.4 0.7
O 20.766654 -21.756565 36.386115 0.8 0.6 -0.2
H 15.265239 -14.491138 36.769816 -0.1 0.2 -0.4
H 17.637951 -20.495001 30.587623 -0.3 0.2 0.3
H 12.640304 -20.983031 40.117474 0.4 -0.3 0.0
C 10.802218 -20.610867 34.382158 0.7 0.7 0.3
H 21.968073 -18.988953 37.568232 -0.4 0.0 -0.2
H 14.830948 -15.194028 34.274089 0.0 0.1 0.1
C 13.161070 -12.610474 37.747827 -0.6 -0.3 -1.0
O 18.040107 -23.001427 33.040395 -0.3 0.6 0.5
O 9.868634 -19.362977 41.067573 0.8 0.8 -0.3
O 17.443035 -17.785920 31.327882 0.8 -0.4 0.1
H 16.406956 -17.705186 33.130055 0.3 -0.1 0.2
H 20.284540 -23.697804 36.873963 -0.1 0.2 -0.5
H 18.307736 -22.389610 35.985170 -0.3 -0.3 0.0
C 18.534304 -22.432217 37.050577 1.5 0.9 -0.6
C 10.390872 -16.906694 41.859488 -0.2 -1.5 0.1
C 21.683440 -19.936969 38.019855 1.2 0.1 0.3
H 20.649558 -19.957286 38.346015 -0.1 -0.2 -0.4
H 15.062887 -23.947563 36.386848 0.0 0.4 0.2
C 15.512010 -23.488355 35.503537 -0.5 -0.7 -0.1
O 16.459969 -24.440569 35.064469 0.4 0.0 0.0
H 9.327769 -16.741945 41.702242 0.1 0.2 -0.2
H 16.398564 -21.811626 31.026745 -0.2 0.6 0.3
S 10.797921 -18.297389 40.776398 -1.2 0.9 -0.7
C 17.132635 -17.132481 32.547548 -1.2 0.7 -0.5
H 22.323333 -20.032617 38.899350 -0.1 -0.1 0.0
H 9.825556 -21.076533 34.281352 0.1 -0.3 -0.2
H 15.369191 -18.971353 35.178252 -0.2 -0.1 -0.1
O 10.326922 -17.640082 39.376290 -0.1 -0.9 1.2
C 15.247486 -19.747554 35.929803 -0.2 -0.7 0.4
H 10.713311 -16.122398 38.113780 0.0 0.1 0.2
S 12.879325 -13.371376 36.124324 -0.5 -0.4 0.5
H 14.415505 -16.793861 34.935838 0.0 0.0 -0.2
C 12.090862 -21.921802 40.121436 -0.4 0.4 -0.6
H 14.715892 -16.022839 37.267872 -0.2 -0.3 -0.3
O 17.337625 -20.590244 33.555975 0.9 -1.4 -0.5
C 19.938514 -19.811131 32.404186 0.5 -0.9 -0.1
H 12.317357 -17.405061 36.660357 -0.3 0.4 0.0
H 12.607321 -22.803615 40.486328 0.3 0.2 0.0
H 20.761769 -19.699520 33.107608 -0.2 0.6 0.1
H 16.052433 -18.560754 41.412537 -0.3 0.0 0.0
H 20.621355 -18.568611 30.837900 0.0 0.0 0.0
H 13.636403 -11.665195 37.505154 0.3 -0.1 0.4
C 15.142589 -19.393427 39.863647 -0.4 -0.5 -0.1
H 16.653304 -16.175380 32.307972 0.1 0.1 0.2
S 18.026051 -21.593027 32.754043 0.5 1.1 -1.0
H 15.493995 -20.136844 39.144407 0.2 0.2 0.0
H 14.536281 -18.657085 39.329245 -0.1 0.0 0.1
H 17.996758 -23.219131 37.566379 -0.3 0.1 0.0
H 16.682615 -17.784955 30.744289 -0.2 0.1 0.1
H 9.082290 -21.673648 39.435564 0.0 -0.1 0.0
O 12.208843 -18.548681 40.730891 -0.2 0.1 0.2
H 12.181506 -12.433461 38.183569 0.0 -0.1 0.0
H 16.153730 -20.359315 35.949743 0.2 0.3 0.0
H 10.874542 -20.169914 35.382898 -0.2 -0.2 0.2
H 19.647775 -19.890791 30.260136 0.1 -0.2 -0.1
O 13.827745 -12.822726 35.201326 0.0 -0.2 0.1
H 20.319466 -22.757216 38.237650 0.3 1.0 0.0
C 15.008472 -15.891248 35.089310 0.0 -0.3 0.4
S 22.199613 -21.253166 36.898630 -0.8 0.4 -0.3
C 17.425087 -21.449504 31.051273 0.7 -1.3 0.4
H 15.933780 -22.506576 35.724322 0.1 -0.1 0.1
H 15.073139 -19.303593 36.915664 0.2 0.2 -0.1
H 11.213038 -21.700034 40.728091 -0.3 -0.4 -0.3
H 11.004689 -16.032729 41.681929 0.1 -0.1 0.0
H 17.026305 -24.061920 34.380927 -0.1 0.1 0.0
H 19.081994 -19.179869 32.622985 0.0 0.0 0.2
H 18.365868 -21.417251 37.419409 -0.5 -0.2 0.3
C 11.282690 -16.937050 38.566524 -0.1 0.1 -1.3
C 9.192104 -21.443451 38.373242 -0.3 -0.1 0.6
H 8.666396 -19.839186 37.053628 0.1 0.0 0.0
O 19.609657 -21.230241 32.629568 -2.0 0.1 0.0
O 16.246019 -18.800976 40.506241 0.6 0.1 -0.1
O 22.823720 -22.294936 37.651852 0.0 0.1 0.0
H 10.887661 -19.748800 33.710525 -0.3 -0.1 -0.3
C 14.623015 -15.315809 36.438447 0.7 0.2 0.3
O 12.810198 -21.915574 37.574310 -0.7 0.0 0.7
H 8.401905 -19.455125 38.761257 0.1 0.0 0.1
H 14.692562 -23.367584 34.786090 0.1 0.2 -0.1
O 10.582405 -21.098294 38.141680 0.6 -0.5 -0.3
O 13.246123 -14.922670 36.434702 -0.8 1.0 -0.2
H 16.059625 -16.183553 35.085195 0.0 0.0 0.1
S 11.674023 -22.243935 38.399126 0.0 -0.2 0.4
H 12.400780 -18.640450 37.862140 -0.1 -0.1 0.1
C 20.417346 -19.633494 30.983492 0.1 0.7 0.2
H 7.303388 -20.525113 37.870531 0.0 -0.2 0.2
C 20.038818 -22.672512 37.180361 -0.8 -2.3 0.8
C 8.346750 -20.244730 38.016940 0.0 0.1 -0.6
O 11.871688 -21.513587 34.169039 -0.3 0.1 0.2
H 14.040500 -21.207074 36.386031 -0.2 0.4 -0.5
H 13.724627 -13.317708 38.346090 0.3 0.3 0.1
```
Positions in Å, forces in eV/Å.

Results
SMILES string: CCOS(C)(=O)=O.CCOS(C)(=O)=O.CCOS(C)(=O)=O.CCOS(C)(=O)=O.CCOS(C)(=O)=O.CO.CO.CO.CO.CO
DFT total energy: -116834.5179 eV
Kohn-Sham gap: 9.15 eV
lowest unoccupied orbital energy: -0.007 Eh
relative energy (zero: lowest compared OMol25 entry of this formula, charge and spin): 104.59 kJ/mol
HOMO energy: -9.3 eV